1.
The following is a DFT calculation (ωB97M-V/def2-TZVPD) of C45H40AsHgN7O2S2 as an isolated structure.

Summary:
- Kohn-Sham gap (spin up / spin down): 3.42 / 5.95 eV
- Multiplicity: 2
- Charge: -1
- <S²>: 0.79
- Energy: -148523.478 eV
- E_HOMO (spin up / spin down): -1.28 / -3.82 eV
- Lowest unoccupied orbital energy (spin up / spin down): 2.14 / 2.14 eV

```
98
Properties=species:S:1:pos:R:3:forces:R:3:lowdin_spin:R:1
Hg -2.57418 -0.81710 0.50013 -0.12 -0.08 0.27 0.0111
C -1.14731 1.16461 4.48096 0.03 0.10 0.10 0.0349
C -1.66764 0.98918 3.08089 0.01 -0.02 0.15 0.2454
N -2.04886 -0.24141 2.67803 0.10 -0.20 -0.29 0.0736
N -1.82982 -1.27524 3.48052 -0.15 0.17 0.17 -0.0121
C -2.06252 -2.48513 3.05882 -0.07 -0.07 -0.25 0.1820
S -2.61316 -3.03902 1.44985 0.07 0.16 0.03 0.0470
S -2.02112 -3.69001 4.34632 -0.12 -0.08 0.11 0.0431
C -1.15414 -5.07956 3.56860 0.04 -0.14 -0.04 0.0123
C 0.33161 -4.90668 3.45401 0.09 -0.02 -0.09 0.0033
C 1.15337 -4.95414 4.57838 -0.03 -0.03 0.01 0.0004
C 2.52387 -4.79748 4.46370 0.03 -0.05 0.00 0.0005
C 3.10066 -4.58940 3.21671 0.03 -0.04 -0.02 0.0006
C 2.29442 -4.54185 2.09132 -0.01 0.07 0.02 0.0003
C 0.91918 -4.69446 2.21038 -0.12 -0.01 0.00 0.0017
C -1.73177 2.12146 2.19827 -0.02 0.17 0.01 0.0216
C -1.13283 3.32740 2.65204 0.07 0.09 0.11 0.0852
C -1.09138 4.51036 1.93352 -0.02 0.04 0.05 -0.0008
C -1.66396 4.56192 0.67085 0.08 -0.02 -0.02 0.0968
C -2.26483 3.41162 0.17975 -0.01 -0.06 -0.01 0.0141
C -2.36452 2.20774 0.89469 -0.08 0.07 -0.04 0.0541
O -3.11128 1.27660 0.33109 0.07 -0.33 -0.05 0.0395
H -1.22551 0.22623 5.02022 0.00 -0.03 0.00 -0.0001
H -1.71495 1.92637 5.02648 -0.01 0.03 -0.04 0.0095
H -0.09904 1.48179 4.50554 0.06 -0.04 -0.03 0.0102
H -1.58810 -5.24981 2.58501 -0.05 0.02 -0.02 0.0005
H -1.39846 -5.94979 4.18187 0.03 0.05 0.07 0.0005
H 0.70379 -5.10286 5.55364 -0.01 0.00 0.02 0.0000
H 3.14697 -4.83463 5.34916 0.01 0.01 0.01 0.0000
H 4.17131 -4.45602 3.12633 0.01 0.01 0.00 0.0000
H 2.73053 -4.36549 1.11740 0.04 0.02 -0.09 0.0000
H 0.27861 -4.63711 1.33485 0.04 0.03 0.04 0.0004
H -0.68098 3.33792 3.63338 0.03 -0.03 0.01 0.0089
H -0.62251 5.38361 2.37402 0.00 0.02 0.00 -0.0031
H -1.65697 5.47021 0.07927 0.02 0.02 0.00 0.0083
H -2.74392 3.41778 -0.79288 -0.01 0.00 -0.04 -0.0018
C -4.50881 1.05644 -2.38450 -0.07 0.03 0.07 0.0000
C -3.60374 -0.02631 -2.84115 0.07 -0.05 0.09 0.0001
N -2.98905 -0.90599 -2.08624 -0.15 0.11 -0.04 0.0023
C -2.21697 -1.67775 -2.91608 0.08 0.11 -0.01 0.0002
C -2.35060 -1.25111 -4.19727 -0.06 -0.15 -0.06 0.0001
N -3.26039 -0.21062 -4.15069 0.08 0.11 0.00 0.0000
C -3.64667 0.60382 -5.27312 0.01 -0.01 -0.07 0.0000
N -3.32300 1.99253 -5.07273 0.08 0.12 -0.03 0.0000
N -4.26808 2.93405 -5.29062 0.01 0.07 -0.06 0.0000
N -3.78488 4.09204 -5.04154 -0.05 -0.13 -0.01 0.0000
C -2.48096 3.93441 -4.62340 0.03 0.09 0.00 0.0000
C -1.54486 4.88329 -4.19308 -0.05 -0.05 -0.01 0.0000
C -0.32355 4.41071 -3.78446 -0.02 -0.04 0.01 0.0000
C -0.02786 3.02935 -3.79168 0.03 0.03 0.07 0.0000
C -0.93145 2.08504 -4.21303 -0.05 0.00 0.02 0.0000
C -2.17013 2.57702 -4.64129 0.00 -0.03 0.08 0.0000
H -4.70709 0.92981 -1.32436 -0.02 -0.02 0.00 0.0000
H -5.43724 1.07039 -2.95951 -0.01 -0.01 0.00 0.0000
H -4.02700 2.03021 -2.48693 0.00 0.01 -0.01 0.0000
H -1.60704 -2.47309 -2.52506 0.03 -0.04 -0.01 0.0000
H -1.92194 -1.58373 -5.12622 0.02 -0.03 -0.02 0.0000
H -4.72032 0.59156 -5.46241 0.01 -0.12 0.06 0.0000
H -3.12187 0.20885 -6.14572 -0.06 0.03 0.01 0.0000
H -1.79492 5.93430 -4.16358 -0.01 0.02 -0.01 0.0000
H 0.42468 5.09812 -3.41539 0.03 0.02 0.01 0.0001
H 0.93294 2.70720 -3.41714 0.09 -0.03 0.04 0.0000
H -0.71405 1.02701 -4.16615 0.02 -0.02 0.00 0.0000
O -0.14388 -0.47428 -0.13521 0.28 0.07 -0.25 -0.0002
As 1.47841 -0.24679 0.01751 -0.22 -0.15 0.16 0.0002
C 2.08030 1.52538 -0.41258 -0.14 0.00 -0.03 0.0001
C 1.45656 2.55371 0.28987 0.05 0.07 0.00 0.0015
C 1.84314 3.86662 0.05612 -0.10 -0.08 0.03 0.0010
C 2.83471 4.14845 -0.87086 0.01 0.12 -0.03 0.0007
C 3.43710 3.12478 -1.58681 0.00 -0.04 -0.04 0.0000
C 3.05360 1.80967 -1.36316 0.08 -0.04 -0.04 0.0009
C 2.05798 -0.60317 1.80665 0.04 0.20 -0.09 0.0003
C 1.14043 -1.24103 2.61951 0.14 -0.14 0.13 0.0006
C 1.49843 -1.57990 3.91714 -0.09 0.04 0.06 -0.0001
C 2.76061 -1.25954 4.38837 0.02 0.04 0.01 0.0011
C 3.67458 -0.59570 3.57368 -0.06 -0.05 -0.01 0.0002
C 3.32427 -0.26480 2.27441 0.06 -0.01 -0.01 0.0008
C 2.36958 -1.55699 -1.08616 -0.02 0.10 -0.09 0.0001
C 1.55463 -2.60131 -1.51068 0.13 0.00 -0.08 0.0001
C 2.09617 -3.62620 -2.27360 -0.04 -0.04 0.03 0.0000
C 3.44145 -3.60777 -2.61219 0.04 -0.02 -0.01 0.0000
C 4.25752 -2.57113 -2.17910 -0.06 0.02 0.03 0.0000
C 3.72238 -1.54423 -1.41302 0.02 -0.13 0.12 0.0000
H 0.66426 2.35412 1.00710 0.01 -0.03 -0.04 0.0002
H 1.34027 4.65492 0.59745 0.00 0.04 0.01 0.0007
H 3.13198 5.17588 -1.04378 0.01 0.00 -0.01 0.0000
H 4.20257 3.34483 -2.32114 -0.01 0.01 0.00 0.0000
H 3.51786 1.01647 -1.93519 -0.04 0.01 -0.01 0.0001
H 0.15909 -1.48215 2.24878 -0.14 -0.03 -0.09 0.0005
H 0.77650 -2.10080 4.53517 0.01 0.09 0.02 0.0000
H 3.03938 -1.52691 5.40031 0.01 0.00 0.01 0.0000
H 4.65667 -0.34044 3.95157 0.01 0.01 0.01 0.0000
H 4.03330 0.25794 1.64002 -0.04 0.01 -0.01 0.0001
H 0.50892 -2.60019 -1.22884 -0.04 0.04 0.02 0.0002
H 1.46567 -4.44734 -2.59087 0.01 0.00 -0.02 0.0000
H 3.86077 -4.41114 -3.20420 0.00 -0.01 -0.01 0.0000
H 5.31086 -2.56639 -2.42785 0.01 0.00 -0.01 0.0000
H 4.37424 -0.75972 -1.04811 -0.02 0.00 0.00 0.0000
```
Forces are in eV/Å.

***

2.
The following is a DFT calculation (ωB97M-V/def2-TZVPD) of C45H41AsN9O2S3Ti as an isolated structure.

Summary:
- Kohn-Sham gap (spin up / spin down): 6.76 / 7.66 eV
- Multiplicity: 3
- Charge: +1
- <S²>: 2.00
- Energy: -181294.259 eV
- E_HOMO (spin up / spin down): -9.04 / -10.01 eV
- Lowest unoccupied orbital energy (spin up / spin down): -2.28 / -2.36 eV

```
102
Properties=species:S:1:pos:R:3:forces:R:3:lowdin_spin:R:1
Ti 0.78529 1.07262 -0.66647 -0.63 0.01 -0.07 1.7843
C -4.59608 0.65898 0.47889 -0.01 -0.04 0.00 0.0000
C -3.88740 0.64456 -0.81791 0.02 -0.01 0.01 0.0000
N -4.41723 0.71204 -1.99504 0.05 0.04 -0.05 0.0003
N -3.34376 0.70497 -2.84794 0.01 0.01 0.01 0.0002
C -2.16669 0.63591 -2.22662 -0.09 -0.06 0.07 0.0043
S -0.62058 0.61993 -2.89013 0.28 0.02 -0.03 0.0168
N -2.51422 0.56462 -0.92239 0.01 0.00 0.06 0.0023
N -1.58547 0.54278 0.11553 0.04 0.12 -0.14 0.0093
H -5.66537 0.71680 0.29507 0.00 0.00 0.00 0.0000
H -4.28801 1.52741 1.06435 0.01 0.01 -0.02 0.0000
H -4.38089 -0.24984 1.04577 0.00 -0.01 -0.01 0.0000
H -3.47464 0.78590 -3.84124 -0.06 -0.01 -0.01 0.0001
H -1.71674 1.40814 0.63888 0.02 -0.03 0.09 0.0007
H -1.78403 -0.26746 0.69861 0.03 -0.03 -0.04 0.0012
C 1.43279 -2.14623 -4.32480 0.06 0.05 0.02 0.0000
N 2.11198 -0.87146 -4.13343 -0.03 -0.01 -0.07 0.0010
C 2.42505 0.01537 -5.15044 -0.05 -0.14 -0.01 0.0020
C 2.96626 1.10232 -4.58379 0.03 0.10 0.11 0.0004
N 2.96877 0.87938 -3.20995 0.07 0.08 -0.02 0.0102
C 2.43327 -0.34471 -2.93572 -0.05 -0.08 -0.15 0.0091
S 2.17171 -1.07596 -1.42925 0.01 0.18 0.20 0.0171
C 3.53248 1.77202 -2.26136 0.08 0.00 -0.06 0.0132
C 4.78961 2.30307 -2.48746 -0.03 -0.04 -0.03 -0.0015
C 5.29785 3.18817 -1.55230 0.18 0.02 -0.08 0.0133
C 4.54487 3.50035 -0.43469 -0.19 0.03 -0.02 -0.0012
C 3.29322 2.92489 -0.30619 0.17 0.01 0.14 0.0134
N 2.79349 2.06907 -1.20237 -0.42 -0.15 0.09 0.0143
H 1.73608 -2.55879 -5.28356 -0.02 0.00 -0.01 0.0000
H 0.35488 -1.99299 -4.29892 -0.01 -0.01 0.01 0.0002
H 1.72074 -2.82196 -3.52574 0.00 -0.01 0.01 -0.0001
H 2.21875 -0.20884 -6.18138 0.01 0.00 0.00 0.0002
H 3.31483 2.02611 -5.00787 0.01 -0.01 0.00 0.0000
H 5.35665 2.00921 -3.35946 0.00 0.00 0.00 -0.0003
H 6.28051 3.61786 -1.69530 -0.01 -0.01 0.01 0.0008
H 4.90696 4.18204 0.32082 -0.01 0.01 0.00 -0.0004
H 2.65233 3.15042 0.53640 0.01 0.01 0.01 0.0009
O -2.37255 3.41822 -0.52599 -0.06 -0.01 0.02 0.0009
S -1.04149 4.00062 -0.46266 0.03 -0.10 -0.15 0.0030
O -0.93365 5.32023 0.09998 0.03 -0.01 0.01 0.0015
N -0.03890 2.93816 0.23260 0.36 -0.10 0.17 0.0087
C -0.08933 2.86286 1.63633 -0.09 0.13 0.08 0.0029
C -0.84459 3.65072 2.48714 -0.08 0.09 0.03 0.0010
C -0.74299 3.55382 3.88987 0.02 0.00 -0.05 -0.0015
C 0.12173 2.68510 4.48610 -0.01 -0.02 -0.06 0.0005
C 0.87979 1.82188 3.66500 -0.10 0.02 -0.01 0.0001
C 1.79253 0.88770 4.20085 -0.05 -0.03 0.15 0.0111
C 2.47939 0.04168 3.38359 -0.03 -0.04 -0.12 -0.0003
C 2.22609 0.10948 2.00471 -0.02 -0.11 0.06 0.0163
N 1.38987 0.97115 1.47063 0.04 0.11 -0.52 0.0121
C 0.72634 1.86668 2.26031 0.30 -0.09 0.32 0.0076
C -0.42867 4.09274 -2.12068 -0.04 0.02 0.06 0.0045
C -1.32558 3.95695 -3.16651 -0.01 -0.01 -0.04 0.0012
C -0.87806 4.12273 -4.46883 0.03 -0.01 -0.03 0.0007
C 0.45654 4.41209 -4.71455 -0.04 0.00 0.02 0.0011
C 1.34304 4.57184 -3.65519 0.00 0.01 0.01 0.0011
C 0.89674 4.42989 -2.35095 0.05 0.00 0.00 0.0044
H -1.50139 4.40754 2.08936 0.00 0.00 -0.05 0.0001
H -1.35227 4.21803 4.48887 0.01 -0.01 0.01 -0.0001
H 0.23380 2.63775 5.56147 0.00 0.00 0.00 0.0000
H 1.92280 0.85060 5.27579 0.02 0.00 0.00 0.0005
H 3.17732 -0.68850 3.76683 0.00 0.01 0.01 -0.0003
H 2.70933 -0.57448 1.31629 0.03 0.02 0.01 0.0014
H -2.36151 3.72868 -2.95243 0.01 0.00 0.01 0.0000
H -1.57301 4.02842 -5.29291 0.01 -0.01 0.00 0.0000
H 0.80149 4.53979 -5.73269 0.00 0.01 0.00 0.0000
H 2.37451 4.84534 -3.84318 0.00 -0.01 0.00 0.0000
H 1.56399 4.60002 -1.51657 -0.03 0.00 0.00 0.0003
C 0.99864 -7.09041 0.48709 0.00 0.00 0.00 0.0000
C -0.05706 -6.79190 1.34120 0.00 0.02 0.00 0.0001
C -0.43986 -5.47420 1.53705 0.00 -0.03 -0.02 0.0002
C 0.23328 -4.44791 0.87945 0.05 -0.05 0.03 0.0014
C 1.29019 -4.75022 0.02672 -0.01 -0.04 0.04 0.0002
C 1.67266 -6.07270 -0.16934 0.00 0.01 0.01 0.0000
As -0.23934 -2.57704 1.06745 0.10 0.21 -0.07 0.0052
C -2.17104 -2.71960 0.76856 0.00 -0.04 -0.04 0.0001
C -2.58415 -2.62287 -0.56133 -0.05 -0.01 -0.02 0.0001
C -3.91745 -2.80442 -0.90616 0.01 0.02 0.03 0.0000
C -4.85748 -3.06877 0.08119 0.02 0.04 0.00 0.0000
C -4.45871 -3.15056 1.40896 0.02 0.01 0.00 0.0000
C -3.12254 -2.97981 1.75208 -0.05 -0.05 0.00 0.0001
C -0.20545 -2.34701 2.99972 -0.09 -0.04 0.05 0.0003
C -0.96091 -1.32425 3.57258 0.05 -0.01 0.03 0.0001
C -0.90469 -1.07852 4.93619 0.03 0.03 0.00 0.0001
C -0.06795 -1.83890 5.74324 0.01 0.01 -0.02 0.0005
C 0.70555 -2.84326 5.17903 -0.02 -0.02 -0.04 0.0000
C 0.63436 -3.10053 3.81414 -0.03 0.01 0.06 0.0002
H 1.29278 -8.12068 0.33485 0.00 0.00 0.00 0.0000
H -0.58059 -7.58925 1.85253 -0.01 0.00 0.00 0.0000
H -1.26605 -5.24569 2.20036 0.00 0.00 0.00 0.0000
H 1.81509 -3.95040 -0.48446 -0.01 -0.01 0.00 0.0002
H 2.49703 -6.30585 -0.83089 0.00 0.00 0.00 0.0000
H -1.85290 -2.42066 -1.33950 0.02 0.00 0.01 0.0001
H -4.22202 -2.74091 -1.94341 0.00 0.00 0.00 0.0000
H -5.89723 -3.20973 -0.18405 0.00 0.00 0.00 0.0000
H -5.18714 -3.36004 2.18197 0.00 0.00 0.00 0.0000
H -2.82492 -3.06779 2.78965 0.01 0.01 0.00 0.0000
H -1.62279 -0.71876 2.95997 0.01 0.01 0.00 0.0000
H -1.51163 -0.29141 5.36654 0.01 0.00 0.00 0.0000
H -0.02427 -1.65183 6.80853 0.00 -0.01 0.00 0.0000
H 1.35448 -3.44335 5.80416 0.00 0.00 0.00 0.0000
H 1.22357 -3.90524 3.39075 0.01 0.00 -0.01 0.0000
```
Forces are in eV/Å.

***

Computed relative energy (zero: lowest compared OMol25 entry of this formula, charge and spin), in the same sequence as the records: 0.0000, 0.0000 eV.